Record 1
Computed, not measured: a cluster of 2 separate species, CH3O4 in total in a non-equilibrium geometry, with ωB97M-V/def2-TZVPD.

```
8
Properties=species:S:1:pos:R:3:forces:R:3:mulliken_charge:R:1
C -0.0387 -0.1886 0.2030 0.1671 -1.3255 0.0171 0.1687
O 3.1558 0.8239 -0.0255 -0.3265 0.3939 0.0006 -0.1691
O 0.0081 1.0342 0.0148 -0.1874 1.0414 -0.0270 -0.2190
O 2.1677 -1.0596 -0.0555 -0.6679 -0.0511 0.0014 -0.2953
O 3.2211 -0.3906 -0.0349 0.9355 -0.3906 0.0035 0.5030
H -0.2802 -0.9308 -0.5682 0.0201 0.4509 -0.0376 0.2647
H 0.0828 -0.5489 1.2284 0.0018 0.3585 -0.1537 0.3097
H -0.1486 1.4018 -0.8865 0.0574 -0.4776 0.1958 0.4373
```
Positions in Å, forces in eV/Å.

**Net charge**: +1
**Largest force on an atom**: 1.34 eV/Å
**Frontier orbital gap**: 9.9 eV
**DFT total energy**: -9258.8931 eV

---

Record 2
Computed, not measured: a structure of composition C48H62N4O5SW in a non-equilibrium geometry, with ωB97M-V/def2-TZVPD.

```
121
Properties=species:S:1:pos:R:3:forces:R:3:mulliken_charge:R:1
W -0.1260 -0.0312 -0.2180 2.6190 0.6738 0.6310 1.4315
C 0.0665 1.7985 2.7302 0.1233 -0.0067 0.0016 -1.2814
O -0.6439 1.3665 1.5466 -0.6276 0.0443 -0.5201 0.8403
C -1.8905 1.9943 1.3519 0.0811 0.0675 0.1667 -0.8454
C -1.9970 3.0262 0.4418 -0.0185 0.2113 -0.0722 -0.1966
C -0.8077 3.6447 -0.2682 -0.0521 -0.1710 0.0451 -1.2505
C -0.0436 2.9505 -1.3811 -0.1777 0.1243 0.1347 0.1712
C 0.9966 3.6287 -1.9469 0.0698 0.1632 -0.0702 -0.5813
C 1.8300 3.0648 -2.9296 0.0668 0.1090 0.0756 0.2269
C 1.5189 1.7973 -3.4282 0.0065 -0.1672 -0.0147 -0.6986
C 0.4506 1.0779 -2.9435 -0.0462 -0.1143 -0.2409 0.4753
C 0.0269 -0.2143 -3.6207 0.1192 0.1187 0.1102 -1.6861
C 0.3962 -1.4179 -2.7899 -0.1931 -0.0732 -0.1210 1.1528
C 1.5462 -2.1401 -2.9929 0.0966 -0.0433 -0.0460 -0.6672
C 1.8686 -3.2538 -2.1973 0.0275 -0.0233 -0.0298 -0.1052
C 1.0532 -3.5458 -1.1004 0.1757 -0.0591 0.0182 -0.5364
C -0.1548 -2.9032 -0.9025 -0.3752 -0.1995 -0.1765 0.7349
C -1.1725 -3.4032 0.1012 0.1324 0.2259 0.0976 -1.6788
C -1.1695 -2.7210 1.4592 -0.5018 0.9380 -0.4396 0.2954
C -0.7768 -3.3773 2.5830 0.1720 0.0184 0.9203 -0.6451
C -0.8263 -2.7553 3.8580 -0.1676 0.1607 -0.4669 0.4475
C -1.4551 -1.4944 3.9633 0.3219 -0.5857 0.2689 -0.3414
C -1.9280 -0.8106 2.8719 0.0238 -0.0838 -0.9716 -0.7922
C -2.8434 0.3777 3.0772 0.0389 0.0439 -0.1525 -1.5464
C -2.9676 1.4952 2.0577 -0.1059 -0.1811 0.1983 -0.1645
C -4.1940 2.1211 1.8892 -0.0630 -0.0585 -0.0240 -0.5290
C -4.3580 3.2104 1.0345 -0.0099 0.0169 0.0825 -0.1023
C -3.2485 3.6213 0.3052 -0.0055 0.0186 -0.1721 0.0049
C -5.6992 3.9450 0.9863 0.0283 -0.0492 -0.0072 1.6916
C -6.8126 2.9726 0.5763 0.0069 -0.0183 -0.0317 -1.6093
C -5.6794 5.1120 -0.0005 0.0085 -0.0197 -0.0448 -2.0219
C -5.9895 4.5023 2.3896 -0.0001 -0.0061 0.0109 -1.6041
C -1.6285 -1.3698 1.5886 0.3988 -0.9996 1.1362 1.0513
O -1.8035 -0.6514 0.4912 -0.5608 0.7799 -1.0481 -1.2594
C -0.2642 -3.4813 5.0594 0.0327 -0.1510 0.0193 1.8443
C -1.0040 -4.8242 5.2282 0.0604 0.0669 0.0373 -1.6341
C 1.2318 -3.7485 4.7941 -0.0780 -0.0242 0.0462 -1.4942
C -0.4017 -2.6779 6.3536 0.0124 -0.0199 -0.0491 -2.0618
C -0.5233 -1.8580 -1.7910 -0.3050 0.3122 0.0300 -0.8106
O -1.8601 -1.5729 -1.9651 -0.1600 -0.2652 -0.3669 -0.0789
C -2.4730 -2.3424 -3.0178 0.0017 -0.0095 0.0761 -0.8423
C 3.0344 -4.1520 -2.5963 0.0265 -0.0006 0.0003 1.8929
C 4.3575 -3.3709 -2.6160 -0.0183 -0.0168 0.0001 -1.4928
C 2.7401 -4.6776 -4.0158 -0.0432 0.0140 0.0271 -1.6648
C 3.1914 -5.3490 -1.6567 -0.0060 0.0070 -0.0035 -2.0586
C -0.3011 1.6246 -1.8519 -0.3219 -0.6708 0.6205 0.9269
O -1.3443 0.9262 -1.3332 -1.4290 0.9337 -1.2109 -1.2055
C 3.0375 3.8498 -3.4051 0.0776 -0.0630 -0.0339 1.8003
C 2.5672 5.1665 -4.0435 -0.0494 0.0252 -0.0101 -1.6833
C 3.9166 4.1489 -2.1754 -0.0271 -0.0162 0.0389 -1.3061
C 3.8727 3.0730 -4.4250 -0.0515 0.0047 -0.0043 -1.9951
H -0.6659 2.0091 3.5044 -0.0390 -0.0537 0.0142 0.4169
H 0.7238 0.9884 3.0311 0.0244 -0.0316 0.0167 0.1881
H 0.6529 2.6837 2.5065 0.0265 0.0505 -0.0079 0.3397
H -1.1526 4.5874 -0.6943 0.0264 0.0728 0.0020 0.8418
H -0.0598 3.9171 0.4822 0.0678 -0.0003 -0.0169 0.3991
H 1.2092 4.6279 -1.5843 0.0279 -0.0490 -0.0244 0.6237
H 2.1028 1.3701 -4.2317 0.0077 0.0405 0.0164 0.6626
H -1.0490 -0.1770 -3.7778 -0.0671 -0.0388 -0.0206 0.4547
H 0.5188 -0.2775 -4.5893 0.0125 0.0425 -0.0073 0.8604
H 2.2027 -1.8517 -3.8059 0.0103 -0.0293 0.0492 0.5415
H 1.3087 -4.3644 -0.4389 -0.0223 0.0051 -0.0657 0.8961
H -2.1646 -3.2704 -0.3281 -0.0349 -0.0417 -0.0440 0.2064
H -1.0097 -4.4663 0.2621 0.0197 -0.0488 0.0056 0.7794
H -0.4017 -4.3894 2.4925 -0.0190 0.0072 0.0718 0.4933
H -1.6085 -1.0571 4.9421 0.0288 -0.0628 -0.0163 0.6239
H -3.8417 -0.0560 3.1926 -0.0148 0.0311 0.0324 0.6401
H -2.6088 0.8097 4.0535 0.0079 0.0056 0.0325 0.4874
H -5.0438 1.7446 2.4496 0.0480 0.0562 -0.0066 0.5855
H -3.3429 4.4372 -0.3994 0.0092 0.0375 0.0685 0.5909
H -6.6335 2.5793 -0.4271 -0.0176 0.0000 0.0332 0.3685
H -6.8930 2.1287 1.2646 -0.0073 0.0387 -0.0261 0.3139
H -7.7737 3.4905 0.5721 0.0283 -0.0223 0.0035 0.4527
H -5.5024 4.7726 -1.0248 0.0036 0.0321 0.0419 0.4112
H -6.6477 5.6137 0.0171 0.0213 -0.0154 -0.0098 0.4222
H -4.9213 5.8535 0.2630 -0.0344 -0.0123 -0.0132 0.3920
H -6.1290 3.7039 3.1216 0.0160 0.0312 -0.0256 0.3469
H -5.1706 5.1398 2.7312 -0.0404 -0.0025 -0.0028 0.3420
H -6.9022 5.1015 2.3709 0.0279 -0.0413 0.0032 0.4694
H -0.9002 -5.4670 4.3529 0.0081 0.0238 0.0337 0.3166
H -0.5849 -5.3556 6.0839 -0.0296 -0.0115 -0.0131 0.4801
H -2.0684 -4.6652 5.4124 0.0414 -0.0004 -0.0013 0.3753
H 1.3793 -4.4192 3.9449 -0.0117 0.0249 0.0328 0.3190
H 1.7660 -2.8164 4.5951 -0.0088 -0.0083 0.0427 0.2651
H 1.6717 -4.2175 5.6747 0.0386 -0.0101 -0.0273 0.5082
H -1.4479 -2.5071 6.6166 0.0395 0.0046 -0.0060 0.4290
H 0.0516 -3.2398 7.1697 -0.0068 0.0115 0.0093 0.4324
H 0.1108 -1.7148 6.2909 -0.0163 -0.0227 0.0135 0.4065
H -1.7512 -2.5876 -3.7990 -0.0024 0.0232 -0.0293 0.3516
H -2.8933 -3.2653 -2.6140 0.0364 -0.0200 -0.0035 0.3114
H -3.2722 -1.7331 -3.4310 -0.0177 0.0028 0.0145 0.3252
H 4.3004 -2.4762 -3.2375 0.0125 -0.0276 0.0143 0.2634
H 4.6486 -3.0687 -1.6083 -0.0061 0.0134 -0.0277 0.2045
H 5.1405 -4.0158 -3.0206 -0.0310 0.0336 0.0238 0.5233
H 2.7500 -3.8750 -4.7555 -0.0129 -0.0320 0.0183 0.3415
H 3.5071 -5.4007 -4.2981 -0.0244 0.0351 0.0012 0.4780
H 1.7685 -5.1759 -4.0596 0.0529 0.0061 -0.0045 0.3671
H 3.4428 -5.0352 -0.6393 -0.0303 -0.0300 -0.0383 0.3823
H 2.2909 -5.9679 -1.6275 0.0573 0.0157 0.0002 0.4136
H 4.0079 -5.9769 -2.0156 -0.0255 0.0252 0.0264 0.4530
H 2.0188 5.7922 -3.3374 0.0238 -0.0149 -0.0313 0.3326
H 3.4365 5.7308 -4.3855 -0.0314 -0.0135 0.0220 0.4795
H 1.9252 4.9767 -4.9063 0.0264 0.0163 0.0251 0.3821
H 3.4207 4.8150 -1.4680 0.0328 -0.0361 -0.0152 0.3507
H 4.1646 3.2257 -1.6445 -0.0037 0.0418 -0.0091 0.0619
H 4.8416 4.6289 -2.4989 -0.0390 -0.0025 -0.0028 0.4797
H 3.3126 2.8739 -5.3423 0.0381 -0.0071 0.0376 0.3865
H 4.7440 3.6682 -4.6996 -0.0268 -0.0235 0.0066 0.4509
H 4.2307 2.1246 -4.0147 -0.0020 0.0267 -0.0240 0.3562
N 5.4001 0.3665 -0.0937 0.0118 -0.1359 0.0706 -0.3685
C 4.3673 -0.4634 0.0312 -0.1593 0.2282 -0.1289 0.5218
N 4.3870 -1.3550 1.0284 0.1529 0.2786 0.0482 -0.2573
S 3.1140 -0.4063 -1.1306 0.0009 -0.3104 -0.0087 0.0740
H 6.1862 0.3584 0.5379 -0.0138 -0.0062 -0.0371 0.2186
H 5.3795 1.0553 -0.8247 0.0047 0.0086 -0.0321 0.1560
H 5.1266 -1.3457 1.7138 -0.0541 0.0268 0.0414 0.2240
H 3.5414 -1.8340 1.2710 -0.0338 -0.2456 -0.1273 0.0718
O 1.4693 -1.6778 1.7290 1.0398 -0.5280 0.8681 -0.7072
N 0.8651 -1.0661 0.9822 -0.5291 -0.3044 0.5242 1.2281
N 2.1849 2.1581 0.6648 0.0658 -0.0417 -0.0094 -0.8088
C 1.4543 1.3544 0.2714 -0.0181 0.0031 0.1335 -0.2469
```
Positions in Å, forces in eV/Å.

**Net charge**: +2
**Largest force on an atom**: 2.78 eV/Å
**Frontier orbital gap (alpha / beta)**: 4.8 / 4.8 eV
**DFT total energy**: -79625.1575 eV

---

Record 3
Computed, not measured: an isolated molecule of C26H34N4O4S in a non-equilibrium geometry, with ωB97M-V/def2-TZVPD.

```
69
Properties=species:S:1:pos:R:3:forces:R:3:mulliken_charge:R:1
C -4.2371 0.1246 -1.8946 -0.1478 -0.1490 0.2151 -0.3885
C -4.9680 -0.2986 -0.6206 -0.2684 0.3613 -0.4628 -0.7204
N -4.0971 -0.4507 0.5148 -0.0534 0.8305 0.8884 0.3397
C -3.2303 -1.6007 0.6317 0.2168 -0.4454 0.3307 0.1996
C -3.8757 -2.7064 1.4614 0.1678 0.1999 -0.1318 -1.5014
S -3.9272 0.7796 1.5943 -0.0537 -0.2287 -0.3887 1.3779
O -5.1114 1.5882 1.5365 0.1708 0.0980 -0.2925 -0.7659
O -3.5156 0.2287 2.8491 0.3465 -0.1220 -0.1402 -0.6912
C -2.5661 1.7493 0.9370 -0.3940 -0.3040 0.3615 -0.5015
C -2.8380 2.8164 0.0900 0.0345 0.1727 -0.0531 -1.0883
C -1.8085 3.5338 -0.4756 -0.0312 0.0203 -0.0473 -0.6668
C -0.4736 3.1874 -0.2112 -0.3159 -0.4929 0.4062 0.3224
C -0.2070 2.1181 0.6658 -0.2332 0.1007 -0.0752 -0.0167
C -1.2713 1.4130 1.2345 0.0851 0.0147 0.0439 -0.3605
C 1.1646 1.7020 1.0012 0.0184 0.2856 -0.1147 1.5937
O 1.3722 0.8016 1.8135 -0.1382 -0.0107 0.0792 -0.8952
C 2.1875 2.4252 0.2756 -0.0285 -0.0870 -0.0491 -0.5920
C 3.6459 2.0741 0.3126 -0.1651 0.1196 0.1767 0.2425
O 4.4407 2.6300 -0.4322 0.1953 0.1057 -0.2392 -0.7734
N 3.9759 1.1365 1.2127 -0.0779 -0.2387 0.2194 -0.1478
C 5.2484 0.4622 1.1996 0.2602 -0.1184 -0.3462 -1.0306
C 5.1193 -0.8567 0.4147 0.0532 0.3287 0.2013 -0.8623
N 4.0087 -1.6261 0.9484 0.1348 -0.0439 -0.1124 0.6891
C 4.4214 -2.6360 1.8939 -0.0567 0.0220 -0.0239 -1.2123
C 3.0449 -2.1048 -0.0194 -0.2215 0.0601 0.1523 -1.0197
C 1.6354 -2.1922 0.5958 0.2030 0.0006 -0.1331 -0.9892
C 0.5942 -2.2225 -0.4821 -0.0558 -0.1566 0.1116 0.2053
C -0.0405 -3.4033 -0.8438 0.0100 0.0211 0.0267 -0.3547
C -0.9643 -3.4245 -1.8746 -0.0902 -0.0591 -0.1077 -0.6677
C -1.2673 -2.2608 -2.5601 -0.0639 -0.0434 -0.1068 -0.6961
C -0.6485 -1.0738 -2.2013 -0.0140 0.0747 -0.0725 -0.5760
C 0.2744 -1.0583 -1.1729 -0.0147 0.0005 0.0117 0.2215
C 1.8385 3.4483 -0.5510 0.2647 -0.2067 0.1636 0.0717
N 0.5793 3.8628 -0.7865 0.2660 -0.0591 0.0580 0.1643
C 0.3467 4.9923 -1.6568 -0.1436 0.3185 -0.2700 -1.2046
H -3.5058 -0.6257 -2.1835 0.0881 -0.0357 -0.0751 -0.1164
H -4.9522 0.2452 -2.7042 -0.0446 0.0226 -0.1399 0.4605
H -3.7185 1.0676 -1.7393 0.0498 0.0786 -0.0534 0.0479
H -5.4967 -1.2418 -0.7921 -0.0101 0.0571 0.1129 0.3174
H -5.6976 0.4609 -0.3355 -0.1282 -0.2036 -0.1934 0.3972
H -2.3077 -1.2768 1.1162 0.1335 -0.1662 -0.1412 0.0880
H -2.9766 -1.9655 -0.3672 0.0527 0.1505 0.0439 0.0894
H -3.2038 -3.5578 1.5306 0.0403 -0.1560 0.0230 0.4201
H -4.0811 -2.3289 2.4589 -0.0298 -0.0373 0.0990 0.3316
H -4.8098 -3.0293 1.0082 -0.1091 -0.0790 -0.0417 0.3293
H -3.8689 3.0756 -0.0942 -0.0872 0.1187 -0.0937 0.6032
H -2.0415 4.3614 -1.1250 -0.0154 0.0815 -0.0572 0.4627
H -1.0516 0.6136 1.9248 0.1010 -0.0781 0.0702 0.7376
H 3.2161 0.6496 1.6843 -0.0022 0.2036 -0.1263 0.3771
H 5.5471 0.2640 2.2314 0.0613 0.0135 -0.0481 0.3729
H 5.9812 1.1154 0.7218 0.0101 -0.0648 0.1497 0.5034
H 6.0671 -1.4102 0.4621 -0.0206 -0.0116 -0.0661 0.4214
H 4.9304 -0.6053 -0.6317 0.0137 -0.0348 0.0336 0.4107
H 5.0774 -2.1863 2.6368 0.0365 -0.0553 0.1013 0.3518
H 3.5467 -3.0300 2.4072 0.0139 -0.0829 0.1097 0.2810
H 4.9550 -3.4737 1.4143 0.0082 -0.0003 0.0105 0.3821
H 3.3263 -3.0869 -0.4396 0.0020 0.0683 -0.0719 0.0774
H 3.0056 -1.3894 -0.8444 0.0326 -0.0502 0.0254 0.5914
H 1.4933 -1.3108 1.2233 0.0257 -0.1006 -0.0006 0.1928
H 1.5515 -3.0814 1.2209 -0.0392 -0.0225 0.0555 0.6324
H 0.1935 -4.3172 -0.3166 0.0395 -0.0859 0.0822 0.4175
H -1.4456 -4.3525 -2.1476 -0.0364 -0.0803 -0.0251 0.4126
H -1.9780 -2.2808 -3.3743 -0.0600 0.0036 -0.0494 0.3490
H -0.8825 -0.1597 -2.7291 -0.0247 0.0767 -0.0345 0.4403
H 0.7600 -0.1323 -0.9008 0.0746 0.1060 0.0266 0.4046
H 2.6356 3.9687 -1.0666 -0.0182 0.0302 -0.0353 0.4351
H -0.2264 4.6916 -2.5362 0.0091 0.0325 0.0257 0.3769
H -0.1961 5.7776 -1.1277 0.0166 -0.0149 -0.0390 0.3757
H 1.3032 5.3920 -1.9857 -0.0426 -0.0528 0.0435 0.3204
```
Positions in Å, forces in eV/Å.

**Net charge**: 0
**SMILES**: CCN(CC)S(=O)(=O)c1ccc2c(c1)c(=O)c(C(=O)NCCN(C)CCc1ccccc1)cn2C
**Largest force on an atom**: 1.22 eV/Å
**Frontier orbital gap**: 8.2 eV
**DFT total energy**: -52500.4254 eV